1.
17
Properties=species:S:1:pos:R:3:forces:R:3:lowdin_charge:R:1 method="wB97M-V/def2-TZVPD" lumo_ev="4.26 / 4.35" orbital_gap_ev="2.679 / 9.002" mol_weight_g_mol=85.1 relative_energy_ev=1.8774 energy_ev=-6849.9405 charge=-1 multiplicity=2 s2=0.75
C 0.1257 1.0073 0.6609 1.004 -2.581 0.181 -0.283
N 0.3888 0.2501 -0.6375 -0.649 2.034 0.371 -0.174
C 0.2422 1.0944 -1.8823 1.755 -4.346 0.729 -0.310
C -0.4291 -0.9954 -0.4834 1.106 -0.026 -2.097 -0.331
C -0.5098 -1.2212 0.9861 2.690 -3.615 1.142 -0.299
C 0.4148 -0.2092 1.6139 0.638 0.787 1.655 -0.272
H 0.8314 1.7349 0.9052 1.735 1.443 -0.438 0.035
H -0.8179 1.5515 0.8470 -0.297 -0.883 -0.491 0.070
H -0.5493 1.7271 -1.9348 -2.543 1.851 0.094 -0.012
H 1.1397 1.5444 -2.1974 1.477 1.306 0.632 0.013
H 0.2325 0.4092 -2.7268 -0.874 -0.534 -0.179 0.029
H -1.3886 -0.7881 -0.8796 -1.378 0.060 -0.518 0.043
H -0.0650 -1.9437 -1.0775 -0.071 1.963 0.887 0.102
H -1.5109 -1.2406 1.3321 -0.890 0.074 0.571 0.067
H 0.0197 -2.2668 1.1735 -1.548 1.559 -0.067 0.116
H 1.4889 -0.6084 1.5275 -1.401 1.026 -0.454 0.106
H 0.3870 -0.0455 2.7732 -0.755 -0.119 -2.018 0.099



2.
25
Properties=species:S:1:pos:R:3:forces:R:3:lowdin_charge:R:1 method="wB97M-V/def2-TZVPD" lumo_ev=0.43 orbital_gap_ev=9.296 mol_weight_g_mol=164.2 relative_energy_ev=3.0042 energy_ev=-14332.1229 charge=0 multiplicity=1 smiles="C=C/C(F)=C/C.c1ccccc1"
C 2.2096 -2.1984 -0.4126 -1.433 -2.730 -0.202 0.021
C 1.8289 -1.5958 0.6892 0.612 -0.103 0.284 -0.133
C 1.7773 -0.1813 0.8313 -0.721 1.514 2.158 -0.221
F 1.4352 0.1605 2.2341 0.895 -0.767 -2.496 -0.063
C 1.9631 0.8597 0.0323 -0.942 -0.828 0.037 -0.138
C 1.9228 2.1993 0.5881 0.695 1.740 1.611 -0.113
H 2.2423 -1.7072 -1.3116 0.694 1.696 -1.975 0.031
H 2.0790 -3.2772 -0.6376 0.526 0.553 0.989 0.082
H 1.6696 -2.1137 1.5988 -0.328 -0.630 0.671 0.104
H 2.0062 0.8225 -1.0416 0.460 -0.788 -0.197 0.117
H 1.2475 2.1910 1.5055 0.843 0.477 -1.318 0.095
H 1.6058 2.9602 -0.1915 0.621 -0.704 1.214 0.092
H 3.0109 2.3488 0.9958 -1.923 0.545 -0.780 0.122
C -3.6954 0.0775 0.4321 1.011 -0.238 1.530 -0.099
C -2.7514 0.9949 -0.0495 -0.335 1.726 -0.064 -0.112
C -1.6581 0.6152 -0.8602 0.391 -0.395 1.838 -0.087
C -1.3295 -0.7416 -0.8965 -1.452 -0.043 -0.074 -0.105
C -2.2549 -1.6863 -0.4518 0.935 -0.557 0.493 -0.105
C -3.3861 -1.3009 0.2550 -0.469 1.314 0.000 -0.096
H -4.4283 0.3918 1.2675 1.041 -0.551 -1.821 0.126
H -2.7682 2.0931 0.3118 -0.321 -1.854 -0.931 0.125
H -0.9225 1.3781 -1.0760 0.014 -0.025 -0.284 0.085
H -0.4027 -1.2466 -1.0762 0.765 0.821 -0.947 0.073
H -1.8096 -2.7096 -0.5329 -1.288 0.617 0.450 0.114
H -3.9846 -1.9604 0.8450 -0.292 -0.789 -0.185 0.086



3.
69
Properties=species:S:1:pos:R:3:forces:R:3:lowdin_charge:R:1 method="wB97M-V/def2-TZVPD" lumo_ev=-0.86 orbital_gap_ev=8.256 mol_weight_g_mol=555.0 energy_ev=-67243.1215 charge=0 multiplicity=1
C 4.0158 -0.5283 1.9216 -0.180 0.153 0.357 -0.098
C 3.0696 0.4596 1.1428 0.893 -1.565 -0.251 -0.178
C 2.4059 -0.3714 -0.0277 0.120 0.295 -0.024 -0.289
C 2.0739 0.4854 -1.2815 0.372 0.664 0.919 -0.038
C 1.2237 -1.1932 0.5662 1.260 -1.371 0.192 -0.181
C 1.3360 -2.7208 0.2388 0.559 1.361 -0.031 -0.139
B 1.2196 -3.1427 -1.3166 0.425 -1.499 -0.984 -0.530
O 1.6268 -4.4562 -1.6305 -0.901 1.927 0.999 0.157
O 0.7968 -2.3386 -2.3977 -0.017 -0.831 1.137 0.149
O 0.4745 -3.4359 1.1235 -0.179 0.348 -0.032 -0.163
C -0.8949 -3.0617 1.0760 -1.105 -0.482 0.457 -0.650
P -1.4912 -3.2270 2.8698 -1.787 1.413 0.548 0.759
O -2.9002 -2.6985 3.0657 1.677 -0.815 -0.540 -0.451
P -1.8206 -4.4272 0.1156 1.357 -1.347 -0.490 0.961
C -3.2056 -5.1916 1.1111 -0.189 0.422 -0.280 -0.306
C -2.4014 -3.8414 -1.5626 -1.374 0.368 0.430 -0.273
C -1.2603 -1.5975 0.6577 -0.637 -0.150 0.344 -0.089
N -0.1281 -0.7084 0.2049 -0.604 1.020 0.787 -0.035
C -0.3868 0.6614 0.7894 -0.394 1.764 -0.321 -0.086
C -1.6683 1.3063 0.1485 0.234 0.282 0.636 -0.109
C -2.7108 1.8242 1.1956 0.243 0.652 -1.391 -0.201
O -3.9422 2.0121 0.4965 0.152 -0.749 0.809 -0.186
C -4.7098 0.8172 0.4892 -1.043 0.289 -0.068 -0.113
H 3.4288 -1.1923 2.5969 0.332 0.382 -0.363 0.074
H 4.7545 0.0041 2.5506 -0.483 -0.193 -0.263 0.078
H 4.5875 -1.1966 1.2518 -0.240 0.446 0.132 0.075
H 3.6880 1.2739 0.7250 -0.580 -0.177 0.247 0.124
H 2.3190 0.8035 1.8757 0.292 0.358 -0.587 0.105
H 3.1935 -1.1017 -0.3182 -0.658 0.220 0.097 0.132
H 1.8182 1.4979 -0.9236 0.060 -0.497 -0.495 0.055
H 1.2393 0.1309 -1.9065 0.544 0.045 0.116 0.072
H 2.9871 0.6075 -1.8924 -0.565 -0.222 0.148 0.110
H 1.2968 -1.1211 1.6752 -0.360 -0.037 -0.603 0.159
H 2.3725 -2.9953 0.5383 -0.665 0.020 -0.085 0.171
H 0.9690 -4.7520 -2.2672 0.401 -0.371 -0.625 0.102
H -0.1285 -2.0939 -2.3520 -0.142 0.328 -0.199 0.074
H -1.2837 -4.5632 3.3273 0.263 0.463 -0.424 0.035
H -0.5959 -2.4088 3.6319 0.175 -0.571 -0.458 0.037
H -4.0024 -4.5008 1.4336 0.326 -0.429 -0.041 0.038
H -2.7313 -5.7038 1.9710 -0.299 0.422 -0.388 0.025
H -3.6119 -6.0137 0.4853 0.214 0.596 0.198 0.048
H -3.5159 -3.8159 -1.5575 0.658 0.076 -0.175 0.050
H -2.0950 -4.5599 -2.3401 0.056 0.309 0.463 0.042
H -2.0783 -2.8247 -1.8574 -0.050 -0.460 0.217 0.019
H -1.7487 -1.0937 1.5196 0.326 -0.318 -0.474 0.111
H -2.0285 -1.5664 -0.1387 0.536 -0.210 0.420 0.116
H -0.2481 -0.5659 -0.8022 0.628 -0.113 0.064 0.155
H -0.4345 0.6165 1.8976 -0.128 -0.509 -0.645 0.148
H 0.4470 1.3545 0.5679 -0.227 -0.839 -0.110 0.122
H -1.3425 2.1883 -0.4371 -0.202 -0.695 0.230 0.105
H -2.1789 0.6454 -0.5810 0.285 0.115 0.482 0.115
H -2.3983 2.8496 1.4751 -0.125 -0.675 0.296 0.138
H -2.8381 1.1742 2.0827 0.089 0.226 -0.322 0.117
H -4.6712 0.3160 1.4761 0.116 0.010 -0.492 0.091
H -4.4565 0.1232 -0.3400 0.176 0.236 0.454 0.081
H -5.7660 1.1180 0.3305 0.608 -0.159 0.008 0.097
B 1.8718 5.5998 -1.7490 0.327 0.709 -0.036 -0.877
O 0.8589 5.8943 -2.7830 0.017 -0.810 0.366 0.248
C 0.1356 4.7965 -2.9656 -0.746 1.648 -1.422 -0.398
O -0.7768 4.6920 -3.7377 0.064 -0.306 0.205 0.159
C 0.6380 3.7271 -2.0604 0.867 -1.045 1.146 -0.378
O 0.2061 2.6039 -1.9687 -0.392 0.048 -0.101 0.091
O 1.6507 4.1904 -1.3488 -0.543 -0.165 -0.361 0.238
O 3.2361 5.7928 -2.2684 -0.409 0.073 0.449 0.233
C 3.8333 6.7105 -1.5067 1.447 -0.446 -1.372 -0.399
O 4.9560 7.0994 -1.6613 -0.196 0.011 0.162 0.161
C 2.8847 7.1582 -0.4507 -1.126 0.784 1.508 -0.399
O 3.1042 7.9732 0.3998 0.110 -0.138 -0.180 0.160
O 1.7320 6.5027 -0.5940 0.340 -0.289 -0.390 0.231



4.
61
Properties=species:S:1:pos:R:3:forces:R:3:lowdin_charge:R:1 method="wB97M-V/def2-TZVPD" lumo_ev="2.45 / 1.64" orbital_gap_ev="7.228 / 6.993" mol_weight_g_mol=573.9 energy_ev=-87003.6183 charge=-1 multiplicity=6 s2=8.83
Fe 0.2228 0.2613 -0.3906 0.311 0.116 0.187 0.816
C -0.2635 -2.1435 3.6311 -0.017 0.048 0.032 -0.015
C 0.1342 -1.2135 2.5287 0.029 -0.027 -0.009 -0.127
N -0.7442 -0.1992 2.2013 -0.055 0.020 -0.015 -0.066
O -2.0286 -0.3652 2.6970 -0.020 -0.038 -0.013 0.042
B -2.8725 -1.1648 1.7117 0.022 0.001 0.100 -1.075
F -2.4753 -2.5087 1.7642 0.023 -0.015 0.001 0.134
F -4.1727 -0.9827 2.1237 0.000 0.026 -0.004 0.162
O -2.7768 -0.6912 0.3032 -0.016 0.037 -0.051 0.052
N -1.6190 -1.0580 -0.3301 -0.006 0.005 -0.051 0.050
C -1.7403 -1.7002 -1.4270 -0.127 0.021 0.058 -0.219
C -3.0369 -2.1082 -2.0412 -0.009 0.015 0.018 0.009
C -0.4469 -2.1014 -2.0566 0.166 -0.088 -0.048 -0.218
N 0.5798 -1.5006 -1.6031 -0.113 0.080 -0.146 0.027
O 1.8089 -1.8907 -2.0463 0.025 -0.011 0.020 0.035
B 2.7005 -2.2324 -0.8918 0.034 0.009 0.019 -1.100
F 2.1798 -3.3676 -0.2567 -0.009 -0.013 0.014 0.137
F 3.9609 -2.4339 -1.4106 0.005 0.008 -0.016 0.157
O 2.8378 -1.1228 0.1208 -0.053 -0.022 -0.026 -0.003
N 1.6563 -0.8121 0.7745 -0.106 -0.067 -0.076 0.007
C 1.4017 -1.4297 1.8860 0.049 0.028 -0.015 -0.232
C 2.3590 -2.4103 2.4990 -0.001 0.003 0.009 -0.008
C -0.4121 -3.1946 -3.0720 0.015 -0.013 0.016 0.005
H -1.1535 -1.7849 4.1339 -0.001 -0.010 0.002 0.088
H 0.5496 -2.2366 4.3527 0.007 -0.003 -0.010 0.079
H -0.4830 -3.1383 3.2383 -0.008 -0.002 -0.008 0.098
H -3.8569 -1.8341 -1.3850 0.007 -0.001 0.000 0.085
H -3.0526 -3.1833 -2.2221 -0.006 -0.011 0.003 0.084
H -3.1602 -1.6075 -3.0042 0.003 0.004 -0.002 0.097
H 3.2653 -2.4554 1.9067 -0.002 0.007 0.006 0.082
H 1.9168 -3.4055 2.5317 0.005 -0.007 -0.011 0.094
H 2.6013 -2.1093 3.5197 -0.005 -0.006 0.001 0.087
H -1.0055 -2.9155 -3.9446 -0.003 -0.001 -0.003 0.090
H -0.8409 -4.1085 -2.6571 0.003 -0.004 0.005 0.093
H 0.6141 -3.3829 -3.3713 -0.004 0.005 0.002 0.083
C 2.9582 1.2375 -3.0759 -0.001 0.016 0.003 0.002
C 2.1062 2.0290 -2.0944 -0.053 0.039 -0.050 -0.504
C 2.6085 3.4551 -1.9256 0.018 -0.012 -0.015 -0.016
O 2.1251 1.3990 -0.8026 -0.046 -0.040 -0.079 -0.057
C 0.6436 2.0645 -2.6173 0.096 -0.040 0.090 -0.584
O 0.4156 2.7015 -3.6324 -0.018 0.012 -0.045 0.048
O -0.2277 1.4057 -1.9311 -0.008 -0.004 -0.019 -0.104
H 4.0044 1.2560 -2.7591 0.007 -0.014 -0.004 0.095
H 2.8789 1.6838 -4.0660 0.003 0.008 0.003 0.094
H 2.6264 0.1990 -3.1251 0.003 -0.001 0.001 0.086
H 3.6607 3.4442 -1.6338 -0.001 0.005 0.011 0.084
H 2.0368 3.9606 -1.1461 -0.006 0.004 0.001 0.091
H 2.4911 4.0022 -2.8593 0.004 -0.006 -0.002 0.085
H 2.7670 0.6684 -0.7685 -0.013 0.000 0.006 0.087
C -0.5169 0.8675 1.4194 -0.027 -0.122 0.308 -0.031
C -1.3372 2.0524 1.6838 -0.115 0.111 -0.292 -0.191
C -1.5767 2.9333 0.6221 -0.016 -0.058 0.060 -0.017
C -2.2507 4.1271 0.8251 0.001 -0.017 0.017 -0.080
C -2.6666 4.4809 2.0995 -0.008 0.015 0.001 -0.101
C -2.4162 3.6260 3.1668 -0.022 0.025 0.029 -0.089
C -1.7719 2.4202 2.9636 0.054 -0.023 0.004 -0.024
H -1.2431 2.6606 -0.3710 -0.002 0.024 -0.014 0.093
H -2.4408 4.7842 -0.0141 0.002 -0.003 -0.005 0.101
H -3.1817 5.4195 2.2646 -0.003 -0.003 0.004 0.093
H -2.7392 3.8982 4.1642 0.002 -0.002 0.003 0.096
H -1.6013 1.7559 3.7991 0.006 -0.009 -0.005 0.113



5.
8
Properties=species:S:1:pos:R:3:forces:R:3:lowdin_charge:R:1 method="wB97M-V/def2-TZVPD" lumo_ev=0.82 orbital_gap_ev=10.227 mol_weight_g_mol=56.1 relative_energy_ev=2.4263 energy_ev=-5116.5338 charge=0 multiplicity=1 smiles="C=NN=C"
C 0.5766 -1.4720 0.1703 0.089 -3.853 -0.972 -0.072
N 0.3282 -0.4662 -0.4849 -0.989 1.634 -2.724 -0.100
N 0.3939 0.7616 0.1448 -1.159 1.186 0.287 -0.056
C -0.6324 1.5056 -0.1162 1.558 -3.209 -1.101 -0.020
H 0.8358 -1.3582 1.1541 0.687 -0.131 2.778 0.032
H 0.5443 -2.5585 -0.2755 0.027 2.425 0.601 0.110
H -1.3674 1.1077 -0.8197 -0.185 0.264 0.230 0.071
H -0.6790 2.4799 0.2272 -0.027 1.685 0.903 0.035



6.
10
Properties=species:S:1:pos:R:3:forces:R:3:lowdin_charge:R:1 method="wB97M-V/def2-TZVPD" lumo_ev=-1.16 orbital_gap_ev=8.003 mol_weight_g_mol=120.2 relative_energy_ev=4.0398 energy_ev=-26785.9748 charge=0 multiplicity=1
C 1.3556 -0.5710 0.0323 1.392 -0.857 -1.512 -0.635
C -0.9864 -0.6394 -0.0674 -2.733 -3.459 -0.031 -0.686
H 0.3131 1.8383 0.9250 -2.195 -0.333 -4.511 0.214
H -1.3014 1.4371 -0.2179 2.989 0.698 0.494 0.000
H 1.2349 -1.7307 -0.0618 -0.230 2.292 0.629 0.091
H -0.9682 -1.7815 -0.1331 1.035 1.725 0.301 0.088
N -0.1332 1.4893 -0.2220 0.621 0.380 5.172 0.013
N 0.1025 0.0958 0.0295 1.640 -0.510 -1.087 -0.364
S 2.9344 -0.0180 -0.1572 -2.852 -0.231 0.642 0.601
S -2.5514 -0.1200 -0.1273 0.332 0.296 -0.097 0.679